(1)
Entry from the Open Molecules 2025 dataset: 17 unconnected molecules or ions with the total composition C22H58BN21O35P in a non-equilibrium geometry (ωB97M-V/def2-TZVPD).

Positions of all 138 atoms, in Å:
C: 2.37665 1.55119 0.14928
B: 1.17646 0.53768 0.28449
O: 1.47937 -0.81076 0.31909
C: -0.35626 1.03583 0.34221
C: -0.73759 2.37908 0.12635
N: -1.93061 2.90742 0.11667
N: -2.92935 2.07179 0.31848
N: -4.22448 2.57865 0.27112
C: -2.72325 0.78944 0.55192
P: -4.31153 -0.22513 0.81018
N: -4.80029 -0.56756 -0.81803
O: -3.96401 -1.61409 1.59444
C: -1.45556 0.17809 0.58353
N: -1.27460 -1.20193 0.84565
C: -1.22819 -1.89234 -0.17517
O: -1.33920 -2.72254 -0.96267
H: 2.81965 1.67231 1.14260
H: 3.08764 1.10929 -0.56430
H: 2.01646 2.48703 -0.29257
H: 1.25089 -1.21984 1.16456
H: 0.07248 3.08354 -0.05940
H: -4.49479 2.90083 1.19892
H: -4.19394 3.38962 -0.34330
H: -3.93281 -0.72406 -1.33891
H: -5.11152 0.35168 -1.15838
H: -4.51551 -1.70749 2.39130
C: 0.10045 -5.45351 -0.33341
N: 1.24440 -6.37166 -0.09722
O: 2.35842 -5.94967 -0.33212
O: 0.98309 -7.47443 0.32317
H: 0.48800 -4.51107 -0.70006
H: -0.54922 -5.91937 -1.06902
H: -0.41261 -5.32197 0.61632
C: 6.33754 3.16568 -2.07022
N: 5.44724 2.30673 -1.24812
O: 4.92009 1.35717 -1.78358
O: 5.30510 2.62090 -0.08089
H: 6.36278 2.77323 -3.08024
H: 5.92354 4.16957 -2.05238
H: 7.32452 3.14239 -1.61677
C: 2.70966 0.48776 -4.80835
N: 3.71050 1.41061 -5.40873
O: 3.70866 1.53434 -6.61274
O: 4.45906 1.97144 -4.63856
H: 2.11351 0.05894 -5.60607
H: 3.25743 -0.28236 -4.27234
H: 2.09440 1.07311 -4.13073
C: -0.61644 -8.69057 3.00007
N: -1.53429 -9.47521 3.86846
O: -1.96494 -10.52001 3.44023
O: -1.78968 -9.00021 4.95997
H: -0.47705 -9.22084 2.06544
H: -1.07616 -7.72234 2.83135
H: 0.32519 -8.58733 3.53095
C: -2.00696 -5.46533 5.18352
N: -0.96614 -4.75098 4.39158
O: -0.74123 -3.59198 4.66268
O: -0.40709 -5.38762 3.51910
H: -2.41308 -4.77847 5.91796
H: -2.77533 -5.79541 4.49030
H: -1.52838 -6.31435 5.66449
C: -0.77076 5.62340 -2.97351
N: -0.00114 5.24871 -1.75570
O: 1.03335 4.63161 -1.90754
O: -0.46340 5.58382 -0.68522
H: -0.23825 5.25838 -3.84415
H: -1.75172 5.16347 -2.89387
H: -0.84808 6.70650 -2.99012
C: -6.92611 0.99708 -4.06172
N: -6.37078 2.15620 -3.30801
O: -6.32823 3.22827 -3.85471
O: -5.98704 1.94673 -2.16260
H: -7.22483 1.32870 -5.05164
H: -6.14128 0.24624 -4.11943
H: -7.78152 0.62415 -3.50532
C: 5.28949 8.36312 -1.66774
N: 5.49110 6.94306 -2.05821
O: 6.62016 6.50434 -2.01282
O: 4.50785 6.30859 -2.39004
H: 6.24453 8.78471 -1.39756
H: 4.86089 8.88213 -2.52103
H: 4.60905 8.37348 -0.82212
C: 4.92728 -5.89668 -1.93749
N: 5.97516 -5.15782 -2.69245
O: 6.21737 -4.01826 -2.35623
O: 6.51841 -5.74854 -3.60340
H: 4.53571 -5.24744 -1.16601
H: 4.15022 -6.17376 -2.64342
H: 5.39349 -6.77693 -1.50497
C: -10.73812 3.08520 -5.51543
N: -9.61363 2.11174 -5.47581
O: -8.50884 2.50856 -5.79845
O: -9.87380 0.98261 -5.12309
H: -10.35371 4.04273 -5.84691
H: -11.47721 2.69898 -6.21105
H: -11.14552 3.15416 -4.51095
C: 6.68332 -3.80180 -5.94641
N: 6.38563 -4.18470 -7.35262
O: 5.33414 -3.80460 -7.82947
O: 7.21557 -4.85355 -7.92590
H: 5.85696 -3.21033 -5.56828
H: 6.79951 -4.71594 -5.37251
H: 7.60273 -3.22362 -5.95146
C: 6.50094 10.26500 2.77671
N: 6.06924 10.05834 1.36826
O: 5.00854 10.53641 1.02247
O: 6.81241 9.41747 0.65642
H: 5.74353 10.84813 3.28737
H: 6.61120 9.28338 3.22993
H: 7.44965 10.79287 2.75211
C: -3.54918 -1.57462 6.09156
N: -5.01786 -1.63762 5.85734
O: -5.40720 -1.82120 4.71518
O: -5.73157 -1.50521 6.81959
H: -3.03799 -1.70817 5.14440
H: -3.32874 -0.60034 6.51791
H: -3.29439 -2.37090 6.78295
C: -2.73742 -2.38495 10.61461
N: -2.42940 -2.64714 9.18322
O: -1.63399 -1.91780 8.62888
O: -3.00049 -3.58267 8.65892
H: -2.15860 -1.52867 10.94023
H: -3.80307 -2.18709 10.68688
H: -2.46640 -3.27527 11.17442
C: -6.68183 -3.95234 -0.36607
N: -7.56805 -4.13267 -1.54825
O: -8.07950 -3.13937 -2.02196
O: -7.71282 -5.26358 -1.95375
H: -6.64632 -2.89713 -0.11944
H: -7.10386 -4.52935 0.45176
H: -5.69708 -4.32086 -0.63806
C: 5.84160 3.68025 2.58876
N: 6.36844 4.82666 3.38154
O: 6.43812 5.90677 2.83049
O: 6.69071 4.60147 4.52764
H: 5.59771 4.02849 1.59637
H: 6.61755 2.92165 2.55379
H: 4.95706 3.31251 3.10107

Calculated values
charge: +1
LUMO level: -4.95 eV
2S+1: 1

(2)
Entry from the Open Molecules 2025 dataset: 3 unconnected molecules or ions with the total composition C22H59ClN9O7P3S in a non-equilibrium geometry (ωB97M-V/def2-TZVPD).

Positions of all 102 atoms, in Å:
C: -3.82590 2.76875 7.16465
C: -2.95359 1.53613 6.92570
C: -2.92094 1.08356 5.45324
C: -1.51382 1.27005 4.88908
N: -1.38951 0.78077 3.52061
C: -0.22511 -0.02799 3.25862
S: -0.77560 -1.50978 2.31766
C: 0.85214 0.76000 2.34537
N: 0.68776 2.16384 2.61874
O: 2.11913 0.34964 2.76146
O: 0.54787 0.42239 1.00274
C: 1.55558 0.60143 0.05726
C: 0.81768 0.75255 -1.32158
C: 1.18727 2.00501 -2.12684
C: 2.56212 1.90103 -2.81631
O: 2.31886 1.78890 0.25342
N: 3.66916 1.54200 0.54722
O: 4.13089 2.42501 1.14025
P: 2.71033 -0.94227 -0.05799
O: 3.61397 -0.69542 -1.39538
Cl: 1.44576 -2.49674 -0.58241
H: -4.88012 2.52864 7.03781
H: -3.54191 3.58269 6.50184
H: -3.68826 3.07399 8.20161
H: -1.93297 1.79061 7.21924
H: -3.26093 0.73467 7.59573
H: -3.61501 1.70373 4.88374
H: -3.22862 0.04359 5.33848
H: -1.33641 2.35032 4.87333
H: -0.79011 0.81964 5.57180
H: -2.21704 0.29317 3.22217
H: 0.25126 -0.44657 4.14665
H: -1.62265 -0.99232 1.41657
H: 1.57733 2.47873 2.98922
H: 0.50767 2.66854 1.76342
H: 2.07904 -0.58391 2.99670
H: 1.06399 -0.10038 -1.95102
H: -0.25217 0.76248 -1.12721
H: 0.47431 2.05851 -2.95254
H: 1.06573 2.94108 -1.58684
H: 2.68007 0.87904 -3.16661
H: 2.50596 2.49944 -3.72479
H: 3.37555 2.22320 -2.17546
H: 4.51026 -0.57544 -1.06548
C: 0.40770 7.35744 -6.85325
N: 0.61824 5.93300 -6.97316
C: 1.92346 5.59778 -7.51494
P: -0.32797 4.59733 -6.41828
O: 0.53197 4.17175 -5.25311
N: -1.74261 4.95073 -5.47465
C: -2.08525 6.29183 -5.03859
C: -1.93770 3.96267 -4.40656
N: -1.25189 4.45528 -7.90338
C: -0.84830 3.35288 -8.77918
C: -1.72956 5.57415 -8.66452
H: 0.47117 7.83712 -7.83970
H: 1.15812 7.82721 -6.20414
H: -0.56845 7.61237 -6.45379
H: 1.88600 5.46589 -8.60578
H: 2.30663 4.67256 -7.07884
H: 2.65505 6.37611 -7.29123
H: -1.24164 6.82588 -4.58145
H: -2.87919 6.24974 -4.29227
H: -2.50263 6.89459 -5.84964
H: -1.30710 4.16013 -3.53207
H: -1.71261 2.95547 -4.75413
H: -2.98400 3.96911 -4.09500
H: 0.03131 3.60702 -9.38949
H: -1.66284 3.07302 -9.45134
H: -0.59942 2.46731 -8.18809
H: -0.98421 5.95181 -9.38003
H: -2.05617 6.40511 -8.04267
H: -2.61085 5.24933 -9.22347
C: 0.37212 -7.43968 5.88974
N: -0.42056 -7.21033 4.70427
C: -1.80065 -7.63590 4.85563
P: -0.05381 -6.36558 3.24340
O: -0.89787 -5.13399 3.40830
N: 1.50649 -5.60008 3.16437
C: 2.45129 -5.56159 4.26844
C: 1.47090 -4.28659 2.51880
N: 0.53604 -7.77401 2.38235
C: -0.39144 -8.32506 1.39199
C: 1.33190 -8.80807 2.97855
H: 0.39858 -8.51145 6.13080
H: -0.03595 -6.91115 6.76134
H: 1.40534 -7.12813 5.77878
H: -1.94820 -8.66344 4.49354
H: -2.47781 -6.98421 4.29915
H: -2.11393 -7.59499 5.90043
H: 1.99530 -5.24447 5.21591
H: 3.25304 -4.85646 4.04792
H: 2.96033 -6.51881 4.41175
H: 1.16155 -3.49567 3.21395
H: 0.77390 -4.27833 1.68508
H: 2.45171 -4.03581 2.10902
H: -1.15775 -8.96797 1.85139
H: 0.14467 -8.91248 0.64278
H: -0.90624 -7.51949 0.86167
H: 0.72412 -9.58639 3.46399
H: 2.04613 -8.43049 3.70722
H: 1.92448 -9.27631 2.18836

Calculated values
charge: 0
SMILES: CCCCN[C@@H](S)[C@@](N)(O)O[C@@](CCC)(ON=O)P(O)Cl.CN(C)P(=O)(N(C)C)N(C)C.CN(C)P(=O)(N(C)C)N(C)C
LUMO level: 0.09 eV
2S+1: 1

(3)
Entry from the Open Molecules 2025 dataset: 7 unconnected molecules or ions with the total composition C22H60N2O14 in a non-equilibrium geometry (ωB97M-V/def2-TZVPD).

Positions of all 98 atoms, in Å:
C: 3.37769 -9.36528 1.81381
O: 3.42934 -7.92782 2.03255
C: 4.47432 -7.20312 1.48423
C: 4.51930 -5.71734 2.04765
N: 3.27475 -4.99301 1.78552
C: 3.49867 -3.53424 2.11274
C: 2.36947 -2.59891 1.72970
O: 2.56881 -1.24458 2.19785
C: 3.63372 -0.55599 1.50170
H: 4.16278 -9.88061 2.36713
H: 3.39168 -9.58766 0.74683
H: 2.44590 -9.76022 2.21865
H: 4.52005 -7.13778 0.39716
H: 5.42921 -7.66172 1.74106
H: 5.36142 -5.12782 1.68515
H: 4.64828 -5.74530 3.12963
H: 2.59847 -5.37228 2.43274
H: 4.39592 -3.14918 1.62820
H: 3.57153 -3.44815 3.19689
H: 1.43295 -2.90064 2.19873
H: 2.19035 -2.52979 0.65674
H: 4.63909 -0.88753 1.76136
H: 3.61531 0.51794 1.68727
H: 3.49411 -0.54656 0.42072
C: -0.66186 -0.41736 -3.67377
O: -1.42723 -0.90257 -2.59264
C: -2.83655 -0.60260 -2.61186
C: -3.17789 0.91494 -2.59129
N: -2.65640 1.61463 -1.42445
C: -3.29779 2.93059 -1.17764
C: -2.90265 4.00581 -2.22976
O: -1.47371 4.07517 -2.35363
C: -0.98952 5.08052 -3.32973
H: -0.82106 0.63706 -3.89951
H: -0.95248 -0.92825 -4.59171
H: 0.38858 -0.70836 -3.67095
H: -3.30316 -1.00889 -1.71447
H: -3.33866 -1.04762 -3.47090
H: -4.25891 0.97791 -2.71595
H: -2.76882 1.34092 -3.50742
H: -1.70518 1.84283 -1.67587
H: -3.04051 3.25489 -0.16930
H: -4.38221 2.82519 -1.14569
H: -3.30370 4.96321 -1.89712
H: -3.32970 3.80420 -3.21214
H: -1.42576 6.06794 -3.17868
H: -1.33394 4.79926 -4.32490
H: 0.09745 5.15805 -3.35386
O: -2.31401 -0.89769 5.46143
C: -2.16761 -0.96284 4.03804
C: -1.07869 -2.01258 3.66600
O: -1.37281 -3.37138 3.96525
H: -2.63164 -1.75557 5.75256
H: -3.17409 -1.24299 3.72721
H: -1.91844 -0.02716 3.53753
H: -0.11499 -1.70430 4.07139
H: -1.00526 -2.03563 2.57872
H: -1.46614 -3.46211 4.91639
O: 0.09699 4.98835 0.24325
C: 1.49482 5.02546 -0.10509
C: 2.27171 6.24627 0.36172
O: 2.51854 6.23444 1.78428
H: -0.25042 4.19589 -0.17257
H: 1.95823 4.09007 0.20858
H: 1.50566 4.93764 -1.19149
H: 1.65893 7.13778 0.22827
H: 3.16770 6.42848 -0.23166
H: 1.73727 6.08341 2.32132
O: -1.35221 -0.19782 0.53158
C: -0.56916 0.75311 1.24624
C: 0.65628 1.11308 0.43043
O: 0.18273 2.08285 -0.42426
H: -1.82334 0.22796 -0.18839
H: -1.09701 1.62792 1.62596
H: -0.14151 0.26394 2.12141
H: 1.16667 0.29936 -0.08479
H: 1.45691 1.46950 1.07854
H: 0.87960 2.14219 -1.08188
O: 2.77015 1.11419 -5.11570
C: 2.07397 2.26792 -4.64771
C: 2.47646 2.56702 -3.19705
O: 2.24834 1.47301 -2.31325
H: 2.76162 1.19157 -6.07253
H: 2.21779 3.07884 -5.36173
H: 1.01489 2.01062 -4.63262
H: 1.97208 3.50113 -2.94980
H: 3.51731 2.87024 -3.08398
H: 2.82769 0.76253 -2.59816
O: -5.86337 1.40802 1.60055
C: -5.06116 0.50646 0.85855
C: -5.38723 -0.90485 1.31994
O: -6.59225 -1.36721 0.79906
H: -6.78224 1.26686 1.36104
H: -5.20011 0.74226 -0.19653
H: -4.01701 0.69175 1.11058
H: -5.49220 -0.84249 2.40308
H: -4.65288 -1.66892 1.06494
H: -7.24846 -0.66693 0.77435

Calculated values
charge: 0
energy above the lowest of the compared OMol25 structures with the same formula, charge and spin: 180.4 kJ/mol
SMILES: COCCNCCOC.COCCNCCOC.OCCO.OCCO.OCCO.OCCO.OCCO
LUMO level: 0.28 eV
2S+1: 1

(4)
Entry from the Open Molecules 2025 dataset: 8 unconnected molecules or ions with the total composition C22H60O10 in a non-equilibrium geometry (ωB97M-V/def2-TZVPD).

Positions of all 92 atoms, in Å:
C: 3.73343 2.11840 2.16571
C: 3.38858 0.91826 3.11619
C: 3.57638 1.28035 4.54144
O: 2.00648 0.52763 2.88880
H: 4.63244 2.64810 2.42793
H: 2.92114 2.91676 2.15080
H: 3.77093 1.80265 1.04947
H: 3.91494 -0.02037 2.82211
H: 4.51879 1.73583 4.70341
H: 3.41608 0.42713 5.26534
H: 2.77563 1.97304 4.91093
H: 1.46073 1.31043 3.08495
C: -4.29728 -2.73897 -3.20800
C: -3.86655 -3.73135 -2.15270
C: -2.36975 -4.16341 -2.45227
O: -3.81820 -3.12540 -0.86121
H: -3.66571 -1.89448 -3.13220
H: -5.36124 -2.35708 -3.08438
H: -4.27630 -3.06259 -4.20790
H: -4.46138 -4.68067 -2.07861
H: -2.17524 -5.06041 -1.88413
H: -1.70609 -3.35561 -2.24032
H: -2.26868 -4.41609 -3.50119
H: -3.12388 -2.41828 -0.79994
C: -0.12861 -3.28840 0.49419
C: -1.21327 -2.65835 1.31381
C: -0.61872 -1.98637 2.56468
O: -1.88045 -1.66217 0.57313
H: 0.63547 -2.55842 0.35408
H: -0.54384 -3.59201 -0.42766
H: 0.22468 -4.18819 1.02543
H: -1.95963 -3.40394 1.51734
H: -0.00496 -1.12890 2.24006
H: 0.01612 -2.71852 3.03202
H: -1.35009 -1.62093 3.35021
H: -1.55650 -0.76175 0.69113
C: 2.73366 -2.51496 -4.21192
C: 1.52104 -1.61117 -4.34824
C: 0.32777 -2.15828 -3.64284
O: 1.92448 -0.31767 -3.81864
H: 2.67316 -3.41815 -4.73645
H: 2.94664 -2.77607 -3.14563
H: 3.63099 -2.05420 -4.61183
H: 1.27934 -1.38465 -5.37082
H: 0.65035 -2.69631 -2.75741
H: -0.24453 -2.87708 -4.33234
H: -0.44425 -1.42308 -3.43288
H: 2.25886 0.35209 -4.37986
C: -6.15176 -1.32284 1.89642
C: -5.37744 -0.08404 1.38754
C: -5.58755 0.25299 -0.05066
O: -5.58731 1.04948 2.30444
H: -6.12677 -1.29623 2.96746
H: -5.66494 -2.16205 1.52279
H: -7.22567 -1.33455 1.65658
H: -4.30529 -0.29009 1.59880
H: -4.96640 1.01746 -0.38623
H: -6.60136 0.58435 -0.29483
H: -5.39232 -0.66753 -0.63173
H: -6.51324 1.33473 2.37205
C: 6.34133 4.35242 -0.57627
C: 5.49110 3.55752 -1.57083
C: 4.35583 4.33131 -2.17615
O: 6.24079 3.09627 -2.66180
H: 6.72106 5.25682 -1.06247
H: 7.23852 3.77535 -0.26006
H: 5.71660 4.58115 0.31116
H: 5.01181 2.70178 -1.12980
H: 3.55265 4.49341 -1.48552
H: 4.10703 3.75949 -3.10383
H: 4.63450 5.33985 -2.54402
H: 6.46110 3.82489 -3.21486
O: -3.68680 1.49541 4.04759
C: -2.62655 1.72913 3.13455
C: -1.53482 2.48439 3.90736
O: -0.47794 2.72590 2.94949
H: -4.50383 1.39168 3.54788
H: -2.19828 0.75670 2.92441
H: -2.89958 2.32661 2.20485
H: -1.20707 1.83958 4.73537
H: -1.92595 3.41628 4.31401
H: -0.08654 3.57236 3.27922
O: 0.01076 0.61034 0.34577
C: 1.20608 0.17576 -0.30443
C: 1.79625 1.31019 -1.11107
O: 3.12193 0.97282 -1.56064
H: 0.17642 1.47109 0.72541
H: 1.93992 -0.17148 0.40174
H: 0.91049 -0.58411 -1.04778
H: 1.80907 2.18503 -0.43640
H: 1.19170 1.55402 -1.99825
H: 3.00946 0.39993 -2.39099

Calculated values
charge: 0
energy above the lowest of the compared OMol25 structures with the same formula, charge and spin: 211.8 kJ/mol
SMILES: CC(C)O.CC(C)O.CC(C)O.CC(C)O.CC(C)O.CC(C)O.OCCO.OCCO
LUMO level: 0.49 eV
2S+1: 1

Number 1: E_HOMO -11.89 eV. Number 2: E_HOMO -7.73 eV. Number 3: E_HOMO -8.74 eV. Number 4: E_HOMO -9.56 eV.